[1]
Below is a cluster of 13 separate species, C23H71N21O15 in total in a non-equilibrium geometry, with properties calculated with ωB97M-V/def2-TZVPD.

Values from the calculation:
LUMO ... 0.0 eV
Energy relative to the best compared isomer or geometry (same formula, charge and spin) ... 0.0 kcal per mole
F_max ... 4.18 eV Å⁻¹
Total energy ... -87015.5039 eV
E_HOMO ... -8.4 eV
Gap between HOMO and LUMO ... 0.308 Ha

```
! wB97M-V def2-TZVPD RIJCOSX def2/J DEFGRID3
* xyz 0 1
O 0.055 2.039 -1.056
O -2.589 -3.581 -2.647
O 2.287 -4.713 3.848
O -1.101 5.301 -4.224
O -6.227 4.472 0.449
O 3.088 5.180 -3.286
O 5.500 3.237 1.812
O 3.380 -0.819 -0.999
O -2.898 -4.437 2.046
O -4.128 1.200 -2.286
O -0.430 -0.894 -1.767
O -0.247 0.560 -4.180
O 3.670 1.751 -0.208
O -1.938 4.433 1.428
O 2.200 -4.737 -3.389
N -3.158 -1.408 -2.290
N -7.046 2.352 0.232
N -0.499 5.732 -2.039
N 2.813 -3.521 4.363
N -2.368 -2.506 1.049
N -4.824 2.654 0.194
N -0.332 0.944 -6.403
N 2.066 3.979 -1.678
N -5.329 2.675 -3.562
N 2.653 -1.857 -2.793
N 0.165 2.617 -5.024
N -2.189 3.013 3.156
N 0.258 -3.701 -2.864
N -3.383 1.949 -4.279
N -2.095 -4.434 -0.062
N 2.969 -3.030 -0.916
N 4.141 3.397 -2.393
N 0.181 -5.534 -4.077
N -4.736 -2.923 -2.912
N -1.840 4.069 -2.522
N -3.873 4.296 2.574
C -4.243 1.906 -3.295
C 3.138 -2.114 6.395
C 4.102 3.191 1.801
C 3.226 -4.595 6.602
C 3.483 -2.606 2.228
C -3.425 -2.704 -2.671
C 3.157 -1.132 4.094
C -6.022 3.260 0.252
C 2.631 -2.410 3.448
C -0.809 1.130 -0.415
C 3.476 1.869 1.201
C -0.165 1.325 -5.125
C 1.125 -2.192 3.050
C -2.559 -3.822 1.028
C 2.571 -3.432 5.797
C 3.008 -1.879 -1.538
C 2.817 -0.877 5.569
C -2.626 3.946 2.321
C 0.959 -4.664 -3.490
C 3.080 4.210 -2.513
C 1.049 -3.347 6.160
C -0.093 -0.265 -0.544
C -1.134 5.081 -3.012
H -1.703 -3.840 -0.772
H -0.815 -5.557 -3.940
H -3.371 2.680 -4.970
H 1.763 -0.595 5.599
H 3.408 -0.020 5.892
H 3.113 -3.454 1.651
H 0.742 -2.965 -2.379
H -2.539 -1.861 1.798
H -6.901 1.369 0.078
H -4.226 5.182 2.252
H 2.852 -3.846 -1.504
H 0.561 -2.385 6.011
H 0.500 -1.791 3.847
H 0.952 -3.597 7.217
H -2.649 1.254 -4.270
H 2.665 -1.846 7.343
H 0.440 1.730 -1.880
H 0.141 3.251 -5.803
H 0.667 -6.185 -4.673
H -5.037 -3.866 -3.091
H 0.125 1.446 -7.145
H 0.681 -3.094 2.628
H 4.206 -2.154 6.616
H 1.442 4.759 -1.545
H -0.413 -0.803 0.349
H 3.716 3.315 2.814
H 0.452 2.945 -4.115
H 0.481 -4.068 5.568
H -2.673 2.668 3.965
H -4.592 2.094 -0.616
H -2.155 -1.327 -2.148
H 4.246 -1.133 4.014
H -0.023 -0.507 -2.552
H 3.982 2.589 -1.799
H -1.246 2.704 2.980
H 5.870 3.785 1.117
H 2.393 1.751 1.290
H 2.260 3.284 -0.972
H -2.314 3.498 -3.202
H -3.707 -0.661 -2.688
H 2.710 -5.514 6.326
H 2.916 -1.005 -3.262
H 4.037 1.020 1.598
H -0.732 5.558 -1.075
H -0.433 -0.057 -6.485
H 3.629 4.002 1.241
H 1.329 -4.586 3.876
H 4.999 3.701 -2.816
H 3.405 -3.062 -0.007
H -4.405 3.714 3.197
H 2.696 -2.757 -3.259
H -2.126 -2.080 0.168
H -0.929 1.385 0.639
H 3.183 -4.440 7.681
H -4.001 3.046 0.626
H -1.810 1.209 -0.848
H -6.040 2.741 -2.851
H -0.100 6.630 -2.265
H 1.072 -1.439 2.261
H -7.992 2.693 0.290
H 2.783 -0.217 3.629
H -2.010 -5.429 -0.165
H 4.549 -2.757 2.398
H -1.698 3.681 -1.603
H -0.751 -3.650 -2.901
H 3.389 -1.671 1.671
H 3.739 0.795 -0.359
H -5.439 -2.211 -2.823
H -5.479 3.041 -4.484
H 0.974 -0.081 -0.412
H 4.299 -4.641 6.414
*
```

---

[2]
Below is a structure of composition C30H47Cl2N2PZr in a non-equilibrium geometry, with properties calculated with ωB97M-V/def2-TZVPD.

Values from the calculation:
LUMO ... 0.3 eV
F_max ... 4.79 eV Å⁻¹
Total energy ... -70469.5327 eV
E_HOMO ... -6.5 eV
Gap between HOMO and LUMO ... 0.250 Ha

```
! wB97M-V def2-TZVPD RIJCOSX def2/J DEFGRID3
* xyz 0 1
Zr 0.000 0.000 0.000
Cl 1.854 1.258 -0.504
Cl -2.231 -0.140 -0.515
P -0.560 2.700 -3.631
N -1.403 0.094 2.806
N -0.228 0.169 2.197
C -1.202 0.095 4.135
C 1.707 -3.723 -0.611
C 0.740 0.224 3.141
C 1.439 0.985 -4.676
C 0.606 -1.706 0.297
C 0.832 2.885 -6.227
C 2.744 1.334 -6.823
C 0.208 -2.483 -2.057
C -2.279 -0.046 5.159
C 0.481 -3.369 -3.092
C -3.934 1.133 -6.661
C -0.698 4.569 -3.643
C 2.212 0.260 2.899
C -3.946 2.619 -6.278
C 0.150 0.196 4.389
C 0.406 6.752 -2.946
C -2.566 3.079 -5.779
C 0.547 5.224 -3.017
C 1.369 -4.430 -2.895
C -2.102 6.517 -2.794
C 2.202 2.767 -6.914
C 0.827 -2.636 -0.797
C -2.076 0.734 -4.987
C -1.958 4.990 -2.862
C 0.914 2.432 -4.761
C -2.109 2.220 -4.587
C 2.805 0.856 -5.366
C -3.448 0.266 -5.493
C -0.856 7.165 -2.180
C 1.979 -4.606 -1.651
H 2.664 -5.435 -1.493
H -2.094 -0.963 5.760
H 0.642 0.205 5.354
H 3.153 -0.183 -5.321
H -2.282 0.836 5.831
H -3.398 -0.788 -5.795
H 0.727 0.304 -5.160
H 2.085 0.665 -7.394
H 1.507 0.678 -3.626
H -4.687 2.781 -5.482
H -2.252 6.910 -3.810
H -1.750 0.121 -4.138
H -4.259 3.230 -7.133
H 1.578 -5.122 -3.706
H 2.182 -3.855 0.358
H -2.996 6.781 -2.216
H -0.762 6.844 -1.132
H -4.932 0.814 -6.983
H -2.611 4.138 -5.502
H -0.957 8.257 -2.171
H -0.791 4.929 -4.678
H 3.540 1.463 -4.817
H -3.262 0.990 -7.520
H 0.932 -2.066 1.278
H 1.676 3.058 -4.268
H -1.843 2.996 -6.598
H 0.356 7.155 -3.968
H -0.008 -3.241 -4.053
H 2.443 0.217 1.824
H 0.113 2.249 -6.760
H -1.891 4.581 -1.844
H -2.884 2.315 -3.808
H 0.462 3.915 -6.295
H 2.125 3.080 -7.963
H -0.516 -1.683 -2.200
H 3.736 1.273 -7.286
H -4.173 0.327 -4.669
H -1.335 0.593 -5.786
H -3.270 -0.141 4.669
H 2.907 3.454 -6.426
H 2.688 -0.617 3.384
H 2.638 1.190 3.330
H 1.445 4.969 -3.590
H 0.690 4.820 -2.004
H 1.298 7.186 -2.477
H -2.318 0.000 2.315
H -2.854 4.554 -3.317
*
```

---

[3]
Below is a cluster of 3 separate species, C22H35N3O5 in total in a non-equilibrium geometry, with properties calculated with ωB97M-V/def2-TZVPD.

Values from the calculation:
LUMO ... 0.4 eV
Energy relative to the best compared isomer or geometry (same formula, charge and spin) ... 9.8 kcal per mole
SMILES string ... CC(=O)OCC[C@]1(CCc2ccccc2)CNC(=O)C1.CNC(C)=O.CNC(C)=O
F_max ... 1.97 eV Å⁻¹
Total energy ... -38090.1247 eV
E_HOMO ... -9.3 eV
Gap between HOMO and LUMO ... 0.356 Ha

```
! wB97M-V def2-TZVPD RIJCOSX def2/J DEFGRID3
* xyz 0 1
O -2.195 0.222 0.282
O 3.268 2.622 0.365
O -1.935 -5.608 0.450
O -5.166 2.036 5.149
O 2.082 4.522 0.339
N -3.982 -4.874 1.004
N -3.791 1.847 3.387
N -0.507 0.487 -1.316
C 0.154 -0.314 0.789
C -1.056 0.137 -0.074
C 2.769 3.658 -1.750
C 1.953 -1.512 -0.542
C 2.502 0.396 0.952
C -4.847 4.013 3.838
C 2.844 -1.398 -2.915
C 5.211 -1.330 -3.489
C -4.624 2.560 4.188
C 4.960 -0.472 -4.556
C -2.114 -3.288 1.006
C -4.976 -3.898 1.411
C 0.890 0.842 -1.086
C 1.438 -0.131 -0.053
C -2.652 -4.683 0.794
C 3.640 -0.105 -4.812
C 4.170 -1.779 -2.685
C 2.663 3.666 -0.251
C 1.705 -1.846 -2.029
C 2.601 -0.561 -4.004
C 2.448 1.877 1.291
C -3.064 2.290 2.208
H 2.900 2.005 2.273
H -3.256 3.338 2.003
H 3.283 2.772 -2.113
H 0.106 0.394 1.624
H 4.401 -2.435 -1.856
H 1.476 0.998 -1.987
H 1.760 3.645 -2.150
H -0.007 -1.291 1.233
H 5.764 -0.098 -5.170
H -5.758 -3.826 0.653
H -1.993 2.149 2.372
H 1.571 -2.924 -2.114
H 3.315 4.527 -2.101
H -4.280 -5.823 0.849
H -3.686 0.887 3.674
H 0.799 -1.394 -2.419
H -2.591 -2.573 0.335
H -0.715 -0.109 -2.101
H 3.523 0.189 0.638
H -2.275 -2.985 2.042
H -1.046 -3.289 0.807
H 3.430 0.545 -5.650
H -3.368 1.697 1.357
H 1.437 2.274 1.343
H 3.023 -1.569 -0.370
H -4.529 -2.918 1.544
H 1.598 -0.231 -4.248
H -5.286 4.106 2.845
H 0.820 1.844 -0.660
H 2.343 -0.139 1.888
H -3.907 4.565 3.871
H -5.530 4.441 4.565
H 6.225 -1.643 -3.283
H 1.502 -2.297 0.061
H -5.435 -4.205 2.352
*
```

---

Repeat the third record exactly.
Below is a cluster of 3 separate species, C22H35N3O5 in total in a non-equilibrium geometry, with properties calculated with ωB97M-V/def2-TZVPD.

Values from the calculation:
LUMO ... 0.4 eV
Energy relative to the best compared isomer or geometry (same formula, charge and spin) ... 9.8 kcal per mole
SMILES string ... CC(=O)OCC[C@]1(CCc2ccccc2)CNC(=O)C1.CNC(C)=O.CNC(C)=O
F_max ... 1.97 eV Å⁻¹
Total energy ... -38090.1247 eV
E_HOMO ... -9.3 eV
Gap between HOMO and LUMO ... 0.356 Ha

```
! wB97M-V def2-TZVPD RIJCOSX def2/J DEFGRID3
* xyz 0 1
O -2.195 0.222 0.282
O 3.268 2.622 0.365
O -1.935 -5.608 0.450
O -5.166 2.036 5.149
O 2.082 4.522 0.339
N -3.982 -4.874 1.004
N -3.791 1.847 3.387
N -0.507 0.487 -1.316
C 0.154 -0.314 0.789
C -1.056 0.137 -0.074
C 2.769 3.658 -1.750
C 1.953 -1.512 -0.542
C 2.502 0.396 0.952
C -4.847 4.013 3.838
C 2.844 -1.398 -2.915
C 5.211 -1.330 -3.489
C -4.624 2.560 4.188
C 4.960 -0.472 -4.556
C -2.114 -3.288 1.006
C -4.976 -3.898 1.411
C 0.890 0.842 -1.086
C 1.438 -0.131 -0.053
C -2.652 -4.683 0.794
C 3.640 -0.105 -4.812
C 4.170 -1.779 -2.685
C 2.663 3.666 -0.251
C 1.705 -1.846 -2.029
C 2.601 -0.561 -4.004
C 2.448 1.877 1.291
C -3.064 2.290 2.208
H 2.900 2.005 2.273
H -3.256 3.338 2.003
H 3.283 2.772 -2.113
H 0.106 0.394 1.624
H 4.401 -2.435 -1.856
H 1.476 0.998 -1.987
H 1.760 3.645 -2.150
H -0.007 -1.291 1.233
H 5.764 -0.098 -5.170
H -5.758 -3.826 0.653
H -1.993 2.149 2.372
H 1.571 -2.924 -2.114
H 3.315 4.527 -2.101
H -4.280 -5.823 0.849
H -3.686 0.887 3.674
H 0.799 -1.394 -2.419
H -2.591 -2.573 0.335
H -0.715 -0.109 -2.101
H 3.523 0.189 0.638
H -2.275 -2.985 2.042
H -1.046 -3.289 0.807
H 3.430 0.545 -5.650
H -3.368 1.697 1.357
H 1.437 2.274 1.343
H 3.023 -1.569 -0.370
H -4.529 -2.918 1.544
H 1.598 -0.231 -4.248
H -5.286 4.106 2.845
H 0.820 1.844 -0.660
H 2.343 -0.139 1.888
H -3.907 4.565 3.871
H -5.530 4.441 4.565
H 6.225 -1.643 -3.283
H 1.502 -2.297 0.061
H -5.435 -4.205 2.352
*
```

---

Q: What is the formula in the first record?
A: C23H71N21O15